1.
The following is a DFT calculation (the ωB97M-V functional and the def2-TZVPD basis) of one molecule with the formula C8H9ClN2S in a non-equilibrium geometry.

Structure (XYZ):
```
21
Properties=species:S:1:pos:R:3:forces:R:3:lowdin_charge:R:1
H 1.23954 -1.82057 -3.01764 -0.28 1.88 -0.11 0.0633
N 1.23566 -0.74362 -3.02640 -0.88 -0.77 3.70 0.0359
C 0.75397 -0.31770 -1.86526 -0.07 -0.83 -0.71 -0.6745
N 0.07320 -1.08589 -0.81546 1.60 -0.33 -0.94 -0.0167
C -0.51456 -0.50541 0.42187 0.05 -2.60 -0.64 -0.2475
C -0.39865 -1.48599 1.46691 -0.32 1.31 -0.32 -0.0565
C -1.00651 -1.37656 2.69017 -0.39 1.76 1.53 -0.0707
C -1.87339 -0.24738 2.80004 2.36 -1.36 -1.60 -0.7910
Cl -2.80194 0.13109 4.08938 -1.61 -0.13 3.39 0.7628
C -2.03435 0.65345 1.78877 -2.70 1.19 -1.60 -0.1644
C -1.39658 0.60213 0.54396 0.94 -1.70 -0.30 -0.0613
S 0.81279 1.43713 -1.36207 2.31 -0.39 -1.57 0.8630
C 2.43951 2.05289 -2.19825 -0.45 -1.75 -2.84 -0.3530
H 0.46320 -2.12321 -0.73858 -1.35 3.19 -0.08 0.1724
H 0.13137 -2.38245 1.27657 0.86 -0.54 -0.25 0.0897
H -0.71821 -1.94062 3.63101 -0.71 0.25 -1.63 0.1339
H -3.03582 1.21446 1.94551 2.27 -0.06 -0.67 0.1231
H -1.63373 1.22899 -0.34014 0.11 -0.36 1.03 0.0950
H 2.36559 2.13249 -3.37381 -0.33 -0.48 2.35 0.0703
H 2.46886 3.05021 -1.88503 0.23 1.46 0.80 -0.0293
H 3.43006 1.52656 -2.03157 -1.63 0.27 0.47 0.0556
```
Forces are in eV/Å.

As for the HOMO-LUMO gap: 8.88 eV. The calculation puts the total energy at -1278.04507 Ha. As for the multiplicity: 1. The largest force on an atom is 3.88 eV/A. The SMILES is [H]/N=C(\Nc1ccc(Cl)cc1)SC. Its LUMO energy is 0.62 eV.

=====

2.
The following is a DFT calculation (the ωB97M-V functional and the def2-TZVPD basis) of an isolated ion of composition C8H9FNO2 and charge -1 in a non-equilibrium geometry.

Structure (XYZ):
```
21
Properties=species:S:1:pos:R:3:forces:R:3:lowdin_charge:R:1
C 0.03892 0.01372 -1.79702 -0.02 0.53 -1.46 -0.0902
C -1.00062 0.95386 -1.34898 2.82 1.85 1.70 -0.2893
C 0.65810 -0.90424 -1.01652 0.41 -1.04 2.15 -0.4800
C -2.24572 0.13724 0.37259 -2.08 -1.13 4.09 -0.5175
C -0.59932 1.70312 0.01974 0.84 -0.21 -1.26 -0.1679
C -1.06845 0.74722 1.00777 2.77 -2.54 -0.55 -0.0327
C 0.43049 -0.95025 0.50377 -0.78 2.37 0.36 -0.1819
C 1.75889 -0.70699 1.34887 -2.63 -0.98 0.54 -0.0274
N 1.49982 -1.83717 -1.40240 -0.29 0.47 -2.45 0.0314
O -2.19039 0.30851 -0.92379 -1.84 -0.13 -1.47 0.0584
O -3.21551 -0.40332 0.96530 2.13 0.94 -1.77 0.0106
F -0.36029 -1.97999 0.91964 0.91 0.11 0.09 0.0284
H 0.40176 0.03312 -2.83490 -0.43 0.05 0.36 0.0823
H -1.12087 1.82243 -2.02318 -0.80 -1.05 -0.30 0.1355
H 0.43784 1.99392 0.13095 0.48 -0.39 -0.38 0.1063
H -1.09440 2.63786 0.04509 -1.15 1.26 0.13 0.0809
H -0.61821 0.72033 2.00310 -1.37 0.02 0.00 0.1053
H 2.36996 -0.00132 0.83327 0.52 0.22 -0.35 0.0672
H 2.22445 -1.65898 1.58177 0.46 -0.32 -0.76 0.0629
H 1.57040 -0.38751 2.38172 -0.45 0.54 -0.28 0.0603
H 2.12317 -2.24157 -0.76678 0.49 -0.56 1.59 -0.0427
```
Forces are in eV/Å.

As for the HOMO-LUMO gap (spin up / spin down): 6.22 / 6.22 eV. The calculation puts the total energy at -615.24518 Ha. As for the multiplicity: 1. The largest force on an atom is 4.73 eV/A. The charge is -1. Its LUMO energy (spin up / spin down) is 3.60 / 3.60 eV.

=====

3.
The following is a DFT calculation (the ωB97M-V functional and the def2-TZVPD basis) of one molecule with the formula C8H9FS in a non-equilibrium geometry.

Structure (XYZ):
```
19
Properties=species:S:1:pos:R:3:forces:R:3:lowdin_charge:R:1
C 2.07421 -2.06316 0.40547 -1.55 3.29 -3.30 0.1128
C 1.21646 -1.18657 -0.21304 1.59 -2.54 3.18 -0.3799
F 1.61371 -0.42787 -1.22714 0.58 0.09 -0.64 0.0576
C -0.18737 -0.87532 0.20251 0.32 0.02 -3.87 -0.2569
C -0.92661 -1.06153 -1.28450 2.01 -2.32 0.80 -0.0135
C -0.22378 0.55635 0.60696 -2.48 0.34 2.68 -0.4910
C 0.49967 1.66829 0.36468 0.66 -1.88 -0.65 -0.1387
C 0.17815 2.78375 1.16783 -0.27 0.01 0.12 -0.2017
C -0.86593 2.59174 2.02621 -1.08 -0.38 0.48 -0.3875
S -1.41496 0.91409 1.88938 0.73 1.03 -0.68 0.9772
H 3.05878 -2.12048 0.00154 0.59 -0.37 0.07 0.0568
H 1.71751 -2.60460 1.20358 -0.47 -1.18 1.62 0.0321
H -0.58233 -1.56273 0.98691 0.29 0.52 -0.90 0.1462
H -0.62517 -0.54028 -2.18328 0.92 0.94 0.57 0.0744
H -1.91152 -0.84985 -1.19370 -3.28 0.51 0.52 0.0210
H -0.82821 -2.11935 -1.65510 -0.15 0.63 0.88 0.0948
H 1.30282 1.43831 -0.33496 0.12 1.37 0.18 0.1151
H 0.79786 3.63700 1.07587 0.05 1.06 0.14 0.0891
H -1.46243 3.29207 2.71246 1.42 -1.14 -1.21 0.0921
```
Forces are in eV/Å.

As for the HOMO-LUMO gap: 9.56 eV. The calculation puts the total energy at -808.21066 Ha. As for the multiplicity: 1. The largest force on an atom is 4.91 eV/A. The SMILES is C=C(F)[C@H](C)c1cccs1. Its LUMO energy is 0.80 eV.

=====

4.
The following is a DFT calculation (the ωB97M-V functional and the def2-TZVPD basis) of an isolated ion of composition C8H9I2N4 and charge +1 in a non-equilibrium geometry.

Structure (XYZ):
```
23
Properties=species:S:1:pos:R:3:forces:R:3:lowdin_charge:R:1
C -0.29844 -0.04612 2.87314 1.28 0.24 -2.70 -0.4231
C 1.15264 -2.46392 -0.60854 0.10 -2.18 0.15 -0.1228
C -1.32678 -0.39247 1.82056 0.09 -0.52 -0.19 -0.8503
C 1.16616 -1.41041 0.25450 0.11 0.04 0.33 -0.6340
C -0.31347 1.39300 1.34749 1.22 2.04 0.13 -0.3921
C 0.43449 -0.62509 -1.56237 0.73 -0.31 0.03 -0.3376
C -0.37979 2.57295 0.45276 1.80 3.28 0.21 -0.0016
C 0.04272 0.33815 -2.57006 2.17 1.85 -0.58 0.0037
N 0.31831 1.12549 2.46953 -1.13 1.21 -1.18 0.0560
N 0.62052 -1.97441 -1.76270 0.31 2.06 0.69 0.1446
N -1.22825 0.46937 0.88299 -2.26 -2.10 0.85 0.0830
N 0.76792 -0.25686 -0.34870 0.48 -0.78 0.00 0.0879
I -2.40196 -2.16307 1.80379 0.06 0.45 -0.03 0.9712
I 1.48013 -1.50723 2.34437 -0.06 -0.21 -0.63 1.5165
H -0.36696 -0.16057 3.88503 -0.44 -0.80 2.63 0.0706
H 1.48693 -3.52202 -0.54770 -0.51 1.08 0.25 0.1445
H -1.27574 3.18032 0.63649 -0.39 -0.76 0.08 0.1041
H 0.36188 3.45994 0.42814 -0.34 -1.95 0.89 0.1269
H -0.38177 2.26321 -0.56753 -0.40 -0.55 -0.57 0.0429
H -0.86093 0.74128 -2.39637 -3.63 1.19 1.41 0.0439
H 0.63741 1.29090 -2.61493 0.22 -1.23 0.33 0.1265
H -0.11535 0.08304 -3.56644 0.47 -1.42 -1.76 0.0727
H 0.48032 -2.39546 -2.65344 0.13 -0.63 -0.36 0.1665
```
Forces are in eV/Å.

As for the HOMO-LUMO gap: 7.10 eV. The calculation puts the total energy at -1124.29221 Ha. As for the multiplicity: 1. The largest force on an atom is 4.07 eV/A. The charge is +1. Its LUMO energy is -5.59 eV.

=====

5.
The following is a DFT calculation (the ωB97M-V functional and the def2-TZVPD basis) of an isolated ion of composition C8H9N2O2 and charge +1 in a non-equilibrium geometry.

Structure (XYZ):
```
21
Properties=species:S:1:pos:R:3:forces:R:3:lowdin_charge:R:1
C -0.22420 -2.09227 0.26335 -2.91 -1.68 -1.33 -0.0337
N 0.05710 -0.71097 0.09222 1.27 -0.97 -1.40 -0.0127
C 0.50447 -0.28244 -1.06453 -0.31 0.73 0.36 -0.0299
C 0.87700 1.05883 -1.32848 -0.13 1.06 0.86 -0.0074
C 0.56880 2.13771 -0.54646 -0.41 -0.65 0.09 -0.0199
C -0.28612 2.17902 0.55392 -3.14 -1.30 3.42 -0.0597
C -1.42289 1.45371 0.88554 1.13 1.59 0.09 -0.0578
N -2.10125 0.57465 0.12421 -2.44 -0.66 -1.48 0.1304
C -3.37908 -0.11804 0.01849 0.18 -0.44 2.00 -0.2361
O -4.18682 -0.58342 0.75077 0.36 0.68 -1.10 0.2069
C -2.52727 -0.00311 -1.15688 1.66 0.15 1.31 -0.2301
O -1.94261 -0.29387 -2.12718 -0.45 -0.04 -1.35 0.1928
H -0.90793 -2.47224 -0.55899 1.34 0.46 0.30 0.1295
H 0.66689 -2.65801 0.32945 0.73 -0.84 0.19 0.0960
H -0.92344 -2.28268 1.06889 0.49 0.30 0.83 0.1047
H 0.34943 -0.31809 0.95548 -0.05 1.44 0.55 0.1560
H 0.51933 -0.99416 -1.88054 0.02 -0.09 0.06 0.1547
H 1.42405 1.29924 -2.19614 0.55 -0.27 -1.04 0.1108
H 0.84955 3.15895 -0.65239 1.25 0.41 -1.28 0.1258
H -0.19164 2.90066 1.38626 0.69 0.06 -1.00 0.1337
H -1.92728 1.65747 1.82757 0.16 0.06 -0.08 0.1462
```
Forces are in eV/Å.

As for the HOMO-LUMO gap: 7.33 eV. The calculation puts the total energy at -569.83556 Ha. As for the multiplicity: 1. The largest force on an atom is 4.82 eV/A. The SMILES is C/[NH+]=C/C=C\C=C/n1c(=O)c1=O. The charge is +1. Its LUMO energy is -5.95 eV.

=====

6.
The following is a DFT calculation (the ωB97M-V functional and the def2-TZVPD basis) of C8H9N2O3S as an isolated structure in a non-equilibrium geometry.

Structure (XYZ):
```
23
Properties=species:S:1:pos:R:3:forces:R:3:lowdin_charge:R:1
C -2.69551 -1.69660 -0.18120 -0.36 0.97 0.02 -0.0669
C -2.74380 -0.37055 0.28155 1.07 0.08 -0.64 0.0193
C -1.45615 -2.29707 -0.19600 -0.34 0.33 0.41 -0.1740
C -1.51329 0.31485 0.35716 -0.21 0.07 -0.07 -0.0891
C -0.33860 -0.39699 0.29210 0.18 -0.81 -0.24 -0.2284
C -1.28646 1.81621 0.40176 1.27 0.30 0.36 -0.6459
C 1.82818 1.74214 -1.67915 0.18 2.51 -0.90 -0.2713
C 2.20806 -1.05343 0.91717 2.47 2.67 1.90 -0.1760
N -0.31619 -1.72481 0.13173 0.38 0.66 -0.28 0.0650
N 2.18345 1.03222 -0.56835 -0.30 -3.11 3.71 -0.3249
O -2.16764 2.56784 0.73659 -2.21 0.81 0.42 0.0353
O -0.09972 2.17529 0.11613 -0.97 -0.67 -0.23 -0.1419
O 1.17095 1.07298 1.93263 0.17 -0.13 -0.43 -0.3827
S 1.27332 0.49747 0.58477 2.05 -0.46 -0.02 0.7867
H -3.52088 -2.25564 -0.63946 -0.01 0.34 0.83 0.1007
H -3.63947 0.16835 0.53573 -0.31 0.16 -0.37 0.1093
H -1.44484 -3.33285 -0.37067 0.36 -1.35 -0.50 0.0840
H 1.71692 1.09142 -2.51654 -0.62 -0.67 -1.02 0.0314
H 2.84730 2.23301 -1.93811 -1.98 0.55 0.06 0.0888
H 0.85457 2.29999 -1.41764 1.85 0.10 -1.34 0.0864
H 2.11654 -1.16907 1.99278 -0.36 -0.30 0.21 0.0353
H 1.67263 -1.78762 0.43543 -0.18 -1.91 -1.28 -0.0257
H 3.35062 -0.92715 0.79157 -2.13 -0.13 -0.60 0.0846
```
Forces are in eV/Å.

As for the HOMO-LUMO gap: 7.60 eV. The calculation puts the total energy at -1043.59823 Ha. As for the multiplicity: 1. The largest force on an atom is 4.85 eV/A. The charge is -1. Its LUMO energy is 3.22 eV.

=====

7.
The following is a DFT calculation (the ωB97M-V functional and the def2-TZVPD basis) of C8H9N3P as an isolated structure in a non-equilibrium geometry.

Structure (XYZ):
```
21
Properties=species:S:1:pos:R:3:forces:R:3:lowdin_charge:R:1
C 3.53261 -0.41116 -0.38806 0.63 -0.02 1.54 -0.0576
C 2.94273 -1.56019 0.15527 -0.98 -0.13 -0.62 -0.0228
C 2.86528 0.78100 -0.52385 0.49 1.83 -1.46 -0.0605
C 1.56866 -1.52037 0.39025 1.64 1.95 -1.69 0.0010
C 1.48411 0.74807 -0.50280 -0.09 -0.53 1.22 -0.0139
C 0.81519 -0.40107 -0.04132 0.79 -0.49 0.12 -0.1571
C -0.62189 -0.48284 -0.07893 -0.61 -1.08 -0.05 -0.3202
C -3.40507 1.82506 0.09831 -1.93 0.34 2.17 -0.0471
N -1.36575 -1.50498 0.01692 0.23 -1.32 0.33 -0.2312
N -1.38057 0.71949 -0.21412 -0.02 2.71 0.35 0.1234
N -2.58361 0.64708 -0.12691 -0.40 -1.60 -0.77 -0.1395
P -2.95190 -1.70381 -0.14205 -0.26 1.52 1.54 1.0235
H 4.57884 -0.25035 -0.43686 1.07 -0.82 -0.35 0.1042
H 3.42092 -2.54484 0.29847 0.21 1.01 0.11 0.1295
H 3.50945 1.73356 -0.78950 -1.78 -2.01 0.55 0.1645
H 1.19267 -2.34967 0.84928 -1.63 -1.97 0.96 0.0862
H 0.88201 1.59902 -0.62176 -0.49 1.16 -0.58 0.0925
H -4.15558 1.38814 0.93337 1.70 1.43 -1.63 0.1364
H -4.12203 2.20581 -0.69611 1.35 -0.95 0.39 0.1145
H -2.75712 2.65765 0.49784 -0.84 -0.89 -0.47 0.1068
H -3.44892 -1.57559 1.32257 0.91 -0.15 -1.65 -0.0325
```
Forces are in eV/Å.

As for the HOMO-LUMO gap: 7.42 eV. The calculation puts the total energy at -815.50229 Ha. As for the multiplicity: 1. The largest force on an atom is 3.06 eV/A. The charge is +1. Its LUMO energy is -5.59 eV.

=====

8.
The following is a DFT calculation (the ωB97M-V functional and the def2-TZVPD basis) of a 2-piece molecular cluster, C8H9N3S2 overall in a non-equilibrium geometry.

Structure (XYZ):
```
22
Properties=species:S:1:pos:R:3:forces:R:3:lowdin_charge:R:1
C -0.75356 -0.22926 -1.85879 -0.40 -0.32 -0.59 -0.0294
C -0.03102 -1.38857 -2.09955 -0.28 -0.07 1.71 -0.1807
C 1.92732 -0.53427 -1.19669 -0.34 -0.93 1.07 -0.0759
C 0.46848 2.55372 -0.13263 -2.35 -2.53 -0.58 -0.1257
C -0.15018 0.67662 -1.03236 1.91 -0.12 -0.23 -0.3119
C 1.21422 0.48993 -0.61585 -1.50 0.89 -0.99 -0.2295
C -2.35573 -0.92829 1.48339 4.52 -0.24 0.70 -0.3027
C 0.52027 -1.28667 1.79962 -0.78 -1.46 -0.34 -0.9292
N 1.22961 -1.60351 -1.69973 1.39 1.55 -0.77 0.0714
N -0.53543 1.91743 -0.72693 -0.42 2.47 0.62 0.0968
N 1.53881 1.69814 0.00912 0.82 0.52 0.00 0.0899
S 0.41915 0.11633 2.67694 -1.35 0.56 0.12 0.7155
S -0.88555 -2.06046 1.31494 0.81 0.39 -0.27 0.7725
H -1.70818 -0.04197 -2.36491 0.33 -0.10 0.50 0.1211
H -0.63639 -2.22395 -2.38627 0.36 -0.69 -0.83 0.0971
H 3.02878 -0.45666 -1.10526 -0.64 -1.02 -0.25 0.1224
H 0.13722 3.52041 0.22285 1.47 0.21 0.51 0.1253
H -1.95560 -0.02224 1.12188 -0.05 1.43 -0.08 -0.0014
H -2.55019 -1.01292 2.48657 -1.25 0.44 2.22 0.0046
H -2.97863 -1.33927 0.83333 -3.30 -1.57 -2.47 -0.0203
H 2.35960 1.82544 0.59243 -0.31 0.21 -0.42 0.1489
H 1.69700 0.33001 2.67790 1.36 0.38 0.35 -0.1587
```
Forces are in eV/Å.

As for the HOMO-LUMO gap: 8.52 eV. The calculation puts the total energy at -1270.76465 Ha. As for the multiplicity: 1. The largest force on an atom is 4.58 eV/A. Its LUMO energy is 0.28 eV.